{"formula": "C5H16N4", "method": "ωB97M-V/def2-TZVPD", "spin_multiplicity": 1, "de_lowest_ev": 2.5637, "smiles": "C[C@H](N)N(C)N.[H]/N=C\\C", "charge": 0, "orbital_gap_ev": 9.1, "lumo_energy_ev": 1.0, "symbols": ["C", "C", "C", "N", "H", "H", "H", "H", "H", "H", "H", "H", "H", "C", "N", "N", "C", "N", "H", "H", "H", "H", "H", "H", "H"], "coordinates": [[-2.320, 0.530, 1.315], [-0.204, -0.088, -1.025], [-3.465, -0.018, 0.521], [-1.934, 1.736, 1.386], [-1.830, -0.173, 1.982], [0.027, 1.744, 1.039], [-2.418, 2.366, 0.745], [-4.283, -0.268, 1.197], [-0.305, -1.138, -1.313], [-1.172, 0.403, -0.941], [0.296, 0.447, -1.828], [-3.159, -0.929, 0.008], [-3.831, 0.703, -0.210], [2.328, -1.839, -0.243], [2.190, -0.409, -0.058], [2.794, 0.374, -1.070], [0.878, 0.065, 0.277], [0.962, 1.381, 0.792], [3.796, 0.385, -0.909], [2.621, -0.019, -2.000], [1.425, 1.987, 0.125], [0.480, -0.597, 1.050], [3.391, -2.088, -0.258], [1.863, -2.354, 0.595], [1.871, -2.201, -1.177]]}

{"formula": "C14H38Mn2N2O10S", "method": "ωB97M-V/def2-TZVPD", "spin_multiplicity": 11, "de_lowest_ev": 0.0000, "s2": 30.01, "charge": 2, "orbital_gap_ev": [9.3, 8.8], "lumo_energy_ev": [-5.1, -5.6], "symbols": ["Mn", "Mn", "S", "O", "O", "O", "O", "C", "O", "C", "C", "N", "C", "C", "O", "C", "H", "H", "H", "H", "H", "H", "H", "H", "H", "H", "H", "H", "H", "H", "H", "C", "O", "C", "C", "N", "C", "C", "O", "C", "H", "H", "H", "H", "H", "H", "H", "H", "H", "H", "H", "H", "H", "H", "H", "C", "O", "H", "H", "H", "H", "C", "O", "H", "H", "H", "H"], "coordinates": [[1.986, -1.886, -0.984], [-1.558, 1.008, 1.670], [0.270, -0.300, 0.292], [0.266, 1.095, 0.765], [1.439, -1.085, 0.676], [-0.993, -0.772, 0.910], [0.371, -0.437, -1.182], [1.336, 0.320, 3.718], [-0.082, 0.649, 3.651], [-0.864, -0.211, 4.488], [-2.325, 0.041, 4.427], [-2.744, -0.249, 3.030], [-4.018, 0.340, 2.729], [-4.340, 0.404, 1.284], [-3.217, 0.942, 0.500], [-3.386, 1.255, -0.890], [1.734, 0.381, 4.731], [1.937, 0.824, 2.962], [1.452, -0.717, 3.403], [-0.628, 0.003, 5.530], [-0.536, -1.232, 4.289], [-2.673, 1.060, 4.592], [-2.866, -0.627, 5.097], [-2.790, -1.224, 2.771], [-3.992, 1.351, 3.135], [-4.890, -0.114, 3.199], [-5.248, 0.988, 1.135], [-4.614, -0.626, 1.057], [-3.869, 0.503, -1.514], [-2.427, 1.519, -1.335], [-4.019, 2.131, -0.745], [3.255, 1.022, -0.696], [3.401, -0.184, -1.457], [3.575, 0.091, -2.828], [3.366, -1.230, -3.553], [2.066, -1.537, -3.154], [1.505, -2.913, -3.411], [0.183, -3.163, -2.593], [0.388, -3.016, -1.150], [-0.789, -3.485, -0.265], [2.990, 0.835, 0.345], [2.425, 1.602, -1.099], [4.163, 1.617, -0.596], [4.547, 0.486, -3.122], [2.834, 0.786, -3.224], [4.179, -1.945, -3.427], [3.286, -1.065, -4.628], [1.402, -1.023, -3.715], [2.270, -3.674, -3.252], [1.250, -2.998, -4.467], [-0.209, -4.152, -2.832], [-0.531, -2.425, -2.958], [-1.051, -4.440, -0.721], [-1.647, -2.835, -0.438], [-0.611, -3.478, 0.810], [2.352, 3.676, 1.845], [2.183, 5.061, 2.230], [2.381, 3.249, 2.847], [1.563, 3.192, 1.270], [3.344, 3.497, 1.432], [1.879, 5.566, 1.473], [-0.952, 1.579, -3.851], [-0.314, 0.322, -3.748], [-0.675, 2.209, -3.005], [-0.595, 1.974, -4.802], [-2.018, 1.357, -3.820], [-0.106, 0.112, -2.834]]}

{"formula": "C11H15B3HgNO5", "method": "ωB97M-V/def2-TZVPD", "spin_multiplicity": 1, "charge": 1, "orbital_gap_ev": 2.2, "lumo_energy_ev": -9.0, "symbols": ["C", "C", "C", "C", "C", "B", "O", "B", "C", "O", "O", "O", "B", "C", "C", "C", "C", "N", "C", "O", "H", "H", "H", "H", "H", "H", "H", "H", "H", "H", "H", "H", "H", "H", "H", "Hg"], "coordinates": [[-1.425, 0.671, -3.496], [-0.045, 0.135, -3.879], [1.018, 0.366, -2.807], [0.778, -0.494, -1.557], [1.064, -2.000, -1.766], [1.534, -0.022, -0.295], [2.285, 1.212, -0.212], [2.078, 1.813, 0.926], [2.425, 3.603, 0.966], [2.153, 4.142, -0.047], [2.862, 3.805, 2.052], [1.646, 1.313, 2.052], [0.899, 0.095, 1.826], [-0.415, -0.175, 2.535], [-0.970, -1.455, 2.582], [-2.157, -1.627, 3.250], [-2.724, -0.526, 3.877], [-2.233, 0.706, 3.858], [-1.101, 0.848, 3.191], [1.478, -0.739, 0.891], [-1.845, 0.163, -2.629], [-1.355, 1.730, -3.247], [-2.116, 0.556, -4.326], [0.239, 0.550, -4.842], [-0.157, -0.940, -4.027], [1.975, 0.106, -3.262], [1.051, 1.420, -2.527], [-0.286, -0.406, -1.301], [0.640, -2.372, -2.691], [0.578, -2.548, -0.961], [2.130, -2.197, -1.690], [-0.485, -2.292, 2.098], [-2.647, -2.600, 3.296], [-3.647, -0.674, 4.424], [-0.680, 1.845, 3.158], [-2.544, -4.012, 4.580]]}

no.,E_tot (Ha)
1,-419.0515
2,-4117.7591
3,-1086.9627